# 1
{"formula": "C19H40AsF6IrN4O8S3Se4Si3", "method": "ωB97M-V/def2-TZVPD", "energy_ev": -440200.55537, "total_charge": 0, "homo_lumo_gap_ev": 6.2, "elements": ["Ir", "Se", "Se", "Se", "Se", "F", "C", "F", "F", "S", "O", "O", "N", "S", "O", "O", "C", "F", "F", "F", "C", "C", "S", "O", "O", "C", "C", "N", "C", "N", "C", "C", "N", "O", "O", "C", "H", "H", "H", "H", "H", "H", "H", "H", "H", "H", "H", "H", "H", "C", "Si", "C", "C", "As", "Si", "C", "C", "C", "Si", "C", "C", "C", "H", "H", "H", "H", "H", "H", "H", "H", "H", "H", "H", "H", "H", "H", "H", "H", "H", "H", "H", "H", "H", "H", "H", "H", "H", "H", "H"], "positions_angstrom": [[0.5112, 0.3159, 0.1379], [-1.1739, 1.9620, 0.4077], [1.8504, 2.3125, -0.2971], [0.9128, 3.3222, -2.1363], [-1.3707, 3.1940, -1.5788], [-1.5039, -4.7403, -0.1446], [-0.8326, -4.6871, -1.2911], [0.0668, -5.6599, -1.3230], [-1.6897, -4.8616, -2.2882], [-0.0247, -2.9994, -1.4883], [-0.4905, -2.2185, -0.3534], [-0.4043, -2.6240, -2.8146], [1.5297, -3.2730, -1.4085], [2.4145, -2.6744, -0.2661], [2.1121, -1.2928, 0.1151], [3.7950, -2.9399, -0.4880], [1.9610, -3.6915, 1.2485], [2.9842, -4.4619, 1.5904], [1.6527, -2.8952, 2.2703], [0.9112, -4.4725, 1.0097], [-4.1545, 2.6251, -7.2467], [-4.8304, 1.7532, -6.1967], [-3.9250, 0.2714, -5.8181], [-3.8079, -0.5222, -7.0146], [-4.5066, -0.3148, -4.6353], [-2.2922, 0.8354, -5.3812], [-1.4234, -0.3808, -5.0399], [-0.4789, -0.0517, -3.9734], [-0.7944, -0.0485, -2.6667], [0.3083, 0.1320, -1.9333], [1.3654, 0.2193, -2.7899], [0.8915, 0.1123, -4.0519], [1.6466, 0.3223, -5.2478], [2.8089, 0.6357, -5.1021], [1.0855, 0.1930, -6.3245], [-2.1785, -0.2090, -2.1593], [-4.8597, 3.3653, -7.6213], [-3.8175, 2.0209, -8.0891], [-3.2991, 3.1593, -6.8349], [-5.7882, 1.3651, -6.5468], [-4.9691, 2.2648, -5.2443], [-2.4041, 1.4946, -4.5180], [-1.8862, 1.3823, -6.2305], [-0.8632, -0.7002, -5.9068], [-2.0237, -1.2230, -4.6998], [2.3823, 0.3374, -2.4613], [-2.8108, -0.7269, -2.8759], [-2.6124, 0.7680, -1.9567], [-2.1595, -0.7678, -1.2274], [1.8938, 3.6137, 2.9666], [0.6647, 2.4546, 3.7620], [-0.9998, 3.3036, 3.7273], [1.0179, 2.1617, 5.5906], [0.8964, 0.3267, 2.6186], [3.2663, -0.0526, 3.0960], [3.7812, 0.9691, 4.5822], [4.2569, 0.5501, 1.6306], [3.8275, -1.7754, 3.5491], [-0.9227, -0.8876, 3.5912], [-0.6962, -0.8514, 5.4469], [-1.1554, -2.6335, 2.9925], [-2.4509, 0.0656, 3.1027], [2.1468, 4.4259, 3.6540], [1.4421, 4.0434, 2.0720], [2.8187, 3.1291, 2.6514], [-0.8391, 4.2962, 4.1612], [-1.7455, 2.7892, 4.3345], [-1.3976, 3.4362, 2.7245], [1.7840, 2.8514, 5.9500], [1.3576, 1.1528, 5.8115], [0.1082, 2.3409, 6.1670], [3.4777, 2.0128, 4.5572], [4.8747, 0.9381, 4.5923], [3.4281, 0.5372, 5.5191], [3.6607, 1.0571, 0.8772], [4.7258, -0.2990, 1.1298], [5.0314, 1.2422, 1.9666], [3.1512, -2.3053, 4.2191], [4.7836, -1.6445, 4.0642], [4.0090, -2.3990, 2.6757], [0.3129, -1.1486, 5.7394], [-1.4003, -1.5431, 5.9165], [-0.8823, 0.1448, 5.8497], [-0.5147, -3.3515, 3.5030], [-0.9845, -2.7213, 1.9195], [-2.1991, -2.8987, 3.1845], [-2.3261, 1.1456, 3.1233], [-3.2632, -0.2008, 3.7847], [-2.7543, -0.2029, 2.0883]], "forces_ev_per_a": [[0.7, -0.1, -0.8], [-0.6, 0.2, 0.2], [0.1, -0.4, 0.6], [0.2, 0.2, -0.4], [-0.2, 0.0, 0.1], [0.0, 0.0, 0.0], [0.0, 0.0, 0.0], [0.0, 0.0, 0.0], [0.0, 0.0, 0.0], [0.2, -0.1, 0.2], [-0.3, 0.0, 0.0], [0.0, -0.1, 0.0], [0.0, 0.2, -0.1], [0.1, 0.0, 0.0], [-0.1, 0.0, -0.1], [-0.1, 0.0, 0.0], [0.0, 0.0, 0.0], [0.0, 0.0, 0.0], [0.0, 0.0, 0.0], [0.0, 0.0, 0.0], [0.0, -0.1, 0.0], [0.2, 0.1, 0.0], [0.0, -0.2, -0.1], [0.0, 0.1, 0.0], [0.0, 0.0, 0.0], [0.0, -0.1, 0.0], [-0.1, 0.1, 0.0], [0.1, 0.0, 0.0], [0.0, 0.3, -0.1], [-0.1, -0.2, 0.0], [0.0, -0.2, 0.1], [0.0, 0.0, 0.0], [0.0, -0.1, 0.0], [0.0, -0.1, 0.0], [0.0, 0.1, 0.0], [0.1, -0.2, 0.1], [0.0, 0.0, 0.0], [0.0, 0.0, 0.0], [0.0, 0.0, 0.0], [0.0, 0.0, 0.1], [-0.1, 0.0, 0.0], [0.0, 0.0, 0.0], [0.0, 0.1, 0.1], [0.0, 0.0, 0.0], [0.0, 0.0, 0.1], [0.0, 0.1, 0.0], [0.0, 0.0, 0.0], [0.0, 0.0, 0.0], [0.0, 0.0, 0.0], [0.1, 0.0, 0.0], [0.0, 0.0, 0.0], [-0.1, -0.1, -0.1], [0.0, -0.1, 0.0], [0.0, 0.4, -0.2], [0.1, 0.1, 0.2], [-0.1, 0.0, 0.1], [-0.1, -0.1, -0.1], [-0.1, -0.1, -0.1], [0.0, -0.1, 0.2], [0.0, 0.0, 0.0], [0.1, 0.0, -0.1], [0.0, 0.0, -0.2], [0.0, 0.0, 0.0], [0.0, 0.0, 0.0], [0.0, 0.0, 0.0], [0.0, 0.0, 0.0], [0.0, 0.0, 0.1], [0.0, 0.1, 0.0], [0.0, 0.0, 0.0], [0.0, 0.0, 0.0], [0.0, 0.0, 0.0], [0.1, 0.0, 0.0], [0.0, 0.0, 0.0], [0.0, 0.0, 0.0], [0.1, 0.0, 0.0], [0.0, 0.0, 0.0], [0.0, 0.0, 0.0], [0.0, 0.0, 0.0], [0.0, 0.0, 0.0], [0.0, 0.0, 0.0], [0.0, 0.0, 0.0], [0.0, 0.0, 0.0], [0.0, 0.0, 0.0], [0.0, 0.0, 0.0], [-0.1, 0.0, 0.0], [0.0, 0.0, 0.0], [0.0, 0.0, 0.0], [0.0, 0.0, 0.0], [0.0, 0.0, 0.0]]}

# 2
{"formula": "C13H17FN2Ru", "method": "ωB97M-V/def2-TZVPD", "energy_ev": -22015.48254, "total_charge": 2, "homo_lumo_gap_ev": [6.4, 2.8], "s2": 6.064, "spin_multiplicity": 5, "elements": ["C", "C", "H", "H", "H", "H", "H", "H", "C", "C", "C", "C", "H", "H", "H", "H", "N", "C", "C", "N", "C", "C", "C", "H", "H", "C", "H", "H", "Ru", "C", "H", "H", "H", "F"], "positions_angstrom": [[-0.3989, -5.1731, 1.5230], [-0.6585, -4.5816, 2.8577], [-0.9901, -6.0698, 1.3502], [0.6554, -5.4540, 1.3954], [-0.6630, -4.4541, 0.7395], [-0.3621, -3.5277, 2.9171], [-1.7175, -4.6465, 3.1209], [-0.1184, -5.1050, 3.6457], [0.6106, -0.2771, -2.6490], [0.4988, 0.2439, -3.9303], [0.1872, 1.5937, -4.1140], [-0.0121, 2.3922, -2.9973], [0.8970, -1.3024, -2.4161], [0.6471, -0.4200, -4.7785], [0.0947, 2.0118, -5.1172], [-0.2510, 3.4506, -3.0520], [0.3223, 0.4908, -1.5661], [0.0433, 1.8187, -1.7190], [-0.2565, 2.4877, -0.4806], [-0.2154, 1.6496, 0.5936], [-0.5374, 2.0774, 1.8378], [-0.9761, 4.2770, 0.9592], [-0.9348, 3.3918, 2.0405], [-0.4581, 1.2941, 2.5917], [-1.2021, 3.7022, 3.0464], [-0.6308, 3.8270, -0.3045], [-0.6325, 4.4601, -1.1898], [-1.2724, 5.3163, 1.1139], [0.1771, -0.3524, 0.3219], [2.0714, -0.3558, 0.8552], [2.2431, 0.3164, 1.7130], [2.7266, -0.0709, 0.0133], [2.3134, -1.3903, 1.1646], [-1.2003, -1.6207, 0.5140]], "forces_ev_per_a": [[0.4, -0.2, -1.2], [-0.3, 0.4, 1.3], [0.0, -0.1, 0.0], [-0.2, 0.1, -0.1], [0.0, -0.2, -0.1], [0.0, -0.1, 0.0], [0.1, 0.2, 0.0], [0.0, 0.0, 0.1], [-0.6, 1.0, 2.5], [-0.1, 0.5, -1.3], [0.0, 0.0, -0.1], [-0.1, 0.5, -0.3], [-0.1, 0.2, -0.3], [0.0, 0.2, 0.1], [0.1, -0.1, 0.3], [0.1, -0.2, -0.4], [1.1, -0.6, -2.6], [-0.1, -0.8, 0.5], [0.0, -0.9, 0.5], [-0.4, 1.3, 1.9], [0.7, -1.3, -2.1], [-0.1, 0.2, 0.4], [-0.3, 1.1, 0.2], [-0.2, 0.5, 0.2], [0.0, 0.1, -0.2], [0.0, 0.4, -0.5], [-0.1, 0.2, 0.4], [0.1, -0.3, -0.1], [-0.9, -2.3, 1.2], [1.2, 0.1, 0.0], [-0.1, -0.1, -0.3], [-0.2, 0.0, 0.4], [-0.3, 0.2, -0.1], [0.1, 0.1, -0.1]]}

# 3
{"formula": "C9H14", "method": "ωB97M-V/def2-TZVPD", "energy_ev": -9559.21977, "total_charge": 0, "homo_lumo_gap_ev": 10.0, "smiles": "Cc1ccccc1.CC", "de_lowest_kcal_mol": 22.2, "elements": ["C", "C", "C", "C", "C", "C", "C", "H", "H", "H", "H", "H", "H", "H", "H", "C", "C", "H", "H", "H", "H", "H", "H"], "positions_angstrom": [[-1.9622, -0.0380, 1.1479], [-1.4418, -0.2932, -0.2224], [-0.6719, -1.4725, -0.3675], [-0.2968, -1.7544, -1.6795], [-0.5010, -0.8392, -2.7079], [-1.1890, 0.3699, -2.5427], [-1.6889, 0.5874, -1.2512], [-1.9659, 0.9745, 1.5484], [-1.4627, -0.6307, 1.9204], [-3.0101, -0.3765, 1.1520], [-0.5866, -2.2016, 0.4250], [0.3977, -2.5734, -1.8394], [0.2154, -0.8242, -3.5293], [-1.0881, 1.2180, -3.2035], [-2.4137, 1.3767, -1.0811], [1.9547, 0.7684, 0.8170], [2.5636, 0.9080, 2.2128], [2.5350, 0.2860, 0.0294], [1.1273, 0.0612, 0.9877], [1.4357, 1.6286, 0.4131], [3.0648, -0.0078, 2.5282], [3.2328, 1.7635, 2.3274], [1.7517, 1.0692, 2.9151]], "forces_ev_per_a": [[-1.1, -0.3, 1.0], [0.9, -0.8, 1.3], [-1.6, 0.8, -2.1], [0.9, 0.0, 0.7], [1.2, 1.6, -0.6], [0.8, -0.9, 1.8], [-0.8, -0.1, -0.8], [0.1, 0.3, -0.5], [0.1, -0.1, -0.3], [0.1, 0.2, 0.2], [0.3, 0.2, 0.2], [-0.3, -0.2, -0.2], [-0.6, -0.8, -0.4], [-0.4, -0.3, -0.5], [0.4, 0.4, 0.2], [-1.1, -1.3, 0.4], [0.1, 0.5, -0.3], [0.4, 0.3, 0.2], [0.1, 0.0, -0.4], [0.3, 0.5, 0.1], [0.1, 0.1, -0.1], [0.2, -0.2, -0.1], [-0.1, 0.1, 0.2]]}

# 4
{"formula": "C4H5NO2", "method": "ωB97M-V/def2-TZVPD", "energy_ev": -9811.59923, "total_charge": 0, "homo_lumo_gap_ev": 9.7, "smiles": "O=CC(=O)N1CC1", "de_lowest_kcal_mol": 62.6, "elements": ["O", "C", "C", "O", "N", "C", "C", "H", "H", "H", "H", "H"], "positions_angstrom": [[3.0632, -0.4630, -0.5441], [1.8782, -0.6425, -0.4967], [1.0076, -0.0880, 0.6381], [1.4206, 0.3330, 1.6913], [-0.3080, -0.2465, 0.3223], [-1.0900, 0.1824, -0.7833], [-1.4461, 0.4511, 0.7527], [1.3305, -1.2238, -1.2715], [-1.3764, -0.6669, -1.4330], [-0.9517, 1.0923, -1.3563], [-1.2112, 1.3503, 1.3625], [-2.3166, -0.0784, 1.1179]], "forces_ev_per_a": [[-0.5, -0.1, 0.0], [0.7, 0.2, -0.1], [0.1, 0.2, 0.4], [0.0, -0.2, -0.3], [0.4, -0.6, 0.2], [-0.5, 0.3, 0.3], [-0.3, -0.2, -0.5], [0.1, 0.1, 0.1], [-0.9, 0.6, 0.8], [0.9, 0.1, 0.2], [-0.4, 0.0, -1.2], [0.3, -0.5, 0.2]]}